No. 1
Below is an isolated molecule of CHN3O2, with properties calculated with ωB97M-V/def2-TZVPD.

XYZ file:
```
7
Properties=species:S:1:pos:R:3
O 1.37725 -0.41593 -1.29161
C 0.46242 -0.11718 -0.40409
N -0.88213 -0.37385 -0.66420
N -1.44243 0.03116 0.39804
O -0.57447 0.47748 1.26938
N 0.68657 0.41691 0.76752
H 2.26911 -0.30880 -0.90713
```

Properties
relative energy (zero: lowest compared OMol25 entry of this formula, charge and spin) = 188.0 kJ/mol
orbital gap = 11.470 eV
SMILES = Oc1nnon1
energy = -9615.458 eV


No. 2
Below is a structure of composition C28H38Cl2KN4O9S2Sb, with properties calculated with ωB97M-V/def2-TZVPD.

XYZ file:
```
85
Properties=species:S:1:pos:R:3
K 0.12832 0.41898 0.33690
C -2.13246 -1.37981 -4.93014
N -1.51355 -0.45505 -3.99802
C -1.29758 0.91590 -4.44858
C -1.21041 -0.79786 -2.71831
O -0.68832 -0.03205 -1.93799
C -1.55695 -2.24072 -2.30733
O -1.41394 -2.49171 -0.93669
C -2.31745 -1.74042 -0.14807
C -1.89927 -1.96294 1.30605
O -0.84651 -1.49887 1.71007
N -2.68887 -2.76386 2.08821
C -4.04552 -3.15665 1.72719
C -2.26606 -2.99866 3.45852
H -1.99566 -0.98755 -5.93575
H -3.20939 -1.49649 -4.75906
H -1.66882 -2.36434 -4.89629
H -0.82564 0.90249 -5.43245
H -0.62670 1.43786 -3.77099
H -2.25152 1.45578 -4.50770
H -0.86499 -2.91628 -2.81709
H -2.57914 -2.47498 -2.63102
H -3.34797 -2.04255 -0.35219
H -2.23020 -0.67457 -0.36337
H -4.66647 -2.29113 1.49901
H -4.47912 -3.67506 2.58087
H -4.05724 -3.84634 0.87984
H -1.22376 -2.70935 3.55754
H -2.37318 -4.05844 3.70310
H -2.86266 -2.40944 4.16412
Cl 4.61647 1.51584 6.20255
C 3.77640 0.91450 4.77142
C 3.42547 -0.44389 4.70280
C 2.78953 -0.93024 3.59516
Cl 2.32639 -2.61567 3.55584
C 2.47087 -0.11581 2.42725
O 1.96385 -0.59429 1.38977
C 2.80950 1.28102 2.59634
C 2.45384 2.27625 1.58712
O 1.87652 2.09348 0.53725
C 3.45422 1.75604 3.74263
H 3.65113 -1.10394 5.52998
H 2.76821 3.30780 1.85878
H 3.68834 2.81525 3.81139
O 1.32423 2.47015 -3.36386
S 1.89076 1.38830 -2.50341
N 2.37164 0.14987 -3.13283
O -0.65411 2.59242 2.56825
C -1.73227 2.33721 2.05510
N -1.99847 1.30347 1.20953
S -3.54122 1.22644 0.81268
O -3.76440 1.33494 -0.60864
O -4.21362 0.10210 1.44050
C -4.06363 2.71161 1.64675
C -5.29496 3.33587 1.71950
C -5.38694 4.48801 2.49052
C -4.27401 4.98327 3.16605
C -3.04458 4.33590 3.08057
C -2.96045 3.19511 2.30962
H -6.15625 2.94234 1.19187
H -6.33491 5.00763 2.56292
H -4.36810 5.88608 3.75902
H -2.16051 4.70039 3.59233
C 4.10282 -3.33820 -3.36478
C 2.61029 -3.09892 -3.12869
Sb 2.05767 -2.06849 -1.27876
C 4.01759 -1.30626 -0.76193
C 4.85505 -2.14138 0.21115
C 2.12447 -3.95885 -0.11179
C 3.03002 -5.12874 -0.51677
H 4.28988 -3.85863 -4.31385
H 4.55192 -3.93805 -2.56680
H 4.64038 -2.38723 -3.40746
H 2.05674 -4.04571 -3.15129
H 2.21162 -2.45431 -3.91824
H 3.78193 -0.33605 -0.32043
H 4.54186 -1.11189 -1.69752
H 4.28402 -2.39567 1.11112
H 5.74999 -1.59589 0.53811
H 5.19128 -3.07766 -0.24340
H 1.07367 -4.27579 -0.12917
H 2.32666 -3.65433 0.92047
H 2.86146 -5.43598 -1.55481
H 2.86145 -6.01533 0.11126
H 4.08832 -4.87145 -0.42365
```

Properties
total charge = -2
relative energy (zero: lowest compared OMol25 entry of this formula, charge and spin) = 117.7 kJ/mol
orbital gap = 5.659 eV
energy = -123619.945 eV


No. 3
Below is an isolated molecule of C5H6O, with properties calculated with ωB97M-V/def2-TZVPD.

XYZ file:
```
12
Properties=species:S:1:pos:R:3
C -1.01528 0.40212 0.09374
C -0.79116 -1.03265 -0.27148
C 0.51039 -1.39081 -0.17006
O 1.03828 1.54030 -0.61304
C 0.40655 0.84726 0.46810
C 1.33346 -0.34930 0.40249
H -1.73191 0.50593 0.91887
H -1.41941 0.96276 -0.75737
H -1.59625 -1.69284 -0.59277
H 0.90650 -2.35731 -0.46678
H 0.44338 1.43468 1.39418
H 1.96973 1.25282 -0.49523
```

Properties
relative energy (zero: lowest compared OMol25 entry of this formula, charge and spin) = 359.6 kJ/mol
orbital gap = 7.960 eV
energy = -7325.557 eV


No. 4
Below is a structure of composition C27H31BBaF9O27, with properties calculated with ωB97M-V/def2-TZVPD.

XYZ file:
```
96
Properties=species:S:1:pos:R:3
Ba 1.03948 2.52714 -2.43834
B -0.64502 -0.55525 -1.09001
H -1.29794 -1.37293 -0.82669
H -0.95238 0.35977 -0.60783
H 0.38367 -0.67995 -0.78919
H -0.64710 -0.45843 -2.16466
C -4.79465 -2.87912 -2.59140
C -5.24944 -1.51274 -2.09627
O -6.07814 -1.90892 -1.09447
C -5.67344 -3.06399 -0.56202
O -5.95428 -3.42182 0.57084
O -5.02900 -3.76116 -1.53478
F -5.92872 -0.86171 -2.99952
H -3.76932 -2.96850 -2.95032
H -5.44331 -3.21978 -3.39842
H -4.40087 -0.91298 -1.76712
C -0.57515 9.00249 2.07542
C -0.11728 8.08093 3.10529
O -0.38778 6.77177 2.61005
C -0.60475 6.79746 1.32421
O -0.59220 5.79640 0.65265
O -0.80396 8.12087 0.93347
F -0.88133 8.30091 4.11095
H 0.05276 9.86694 1.85963
H -1.62040 9.25387 2.25531
H 0.92975 8.31871 3.29309
C -0.01234 -3.16084 3.61163
C 0.75138 -4.24525 4.37830
O 0.01990 -5.43709 4.20515
C -1.21245 -5.09989 3.71911
O -2.11969 -5.91502 3.51567
O -1.25737 -3.81280 3.48580
F 0.83379 -3.90770 5.66797
H 0.46563 -2.94401 2.65631
H -0.08758 -2.23320 4.17903
H 1.74279 -4.24471 3.92531
C 7.66261 -2.13091 -0.95548
C 6.52791 -3.07157 -0.58713
O 5.51709 -2.15080 -0.80111
C 5.94053 -0.87495 -0.79965
O 5.17212 0.09023 -1.03058
O 7.17096 -0.85518 -0.85350
F 6.69038 -3.33388 0.67651
H 7.96434 -2.28984 -1.99076
H 8.56657 -2.22494 -0.35373
H 6.58267 -4.02414 -1.11412
C 3.70143 2.06222 6.13630
C 2.33346 1.83599 6.61492
O 1.61503 1.55923 5.38658
C 2.32076 1.85531 4.31727
O 1.92063 1.70653 3.17423
O 3.45284 2.33516 4.77965
F 1.87133 2.93012 7.16107
H 4.44030 1.26294 6.19403
H 4.12906 2.89277 6.69792
H 2.29286 1.03066 7.34834
C 0.08967 -5.92283 -1.70555
C 1.48261 -6.11871 -1.21534
O 2.13189 -6.88388 -2.19026
C 1.15553 -7.47676 -3.00351
O 1.24564 -8.34028 -3.83717
O -0.04703 -6.85098 -2.77581
F 1.61400 -6.75977 -0.01493
H -0.00195 -4.98657 -2.25612
H -0.60777 -5.90461 -0.86808
H 2.12255 -5.23691 -1.18328
C -3.55892 1.51397 2.86342
C -4.96642 1.08006 3.28976
O -5.75830 2.24594 2.92196
C -4.94851 3.29254 2.88280
O -5.26928 4.43321 2.89632
O -3.65637 2.86706 3.05275
F -5.00323 0.99639 4.64045
H -3.47281 1.39028 1.78389
H -2.62710 1.09842 3.24698
H -5.25729 0.12567 2.85086
C -6.35662 5.18048 -2.30130
C -5.92429 5.95606 -3.52929
O -4.98586 5.07068 -4.14505
C -4.47183 4.30848 -3.23167
O -3.40630 3.72960 -3.34357
O -5.18231 4.42952 -2.11303
F -5.10220 6.96870 -3.09311
H -7.13434 4.46590 -2.57077
H -6.60843 5.81980 -1.45515
H -6.76183 6.31892 -4.12508
C 5.73001 -2.02045 -7.70799
C 6.30053 -2.47964 -6.28865
O 5.13874 -2.48251 -5.51393
C 4.38283 -1.48570 -6.00183
O 3.45535 -0.88234 -5.32437
O 4.67397 -1.17997 -7.23741
F 7.22724 -1.65265 -5.86450
H 5.29801 -2.91051 -8.16545
H 6.42856 -1.43801 -8.30874
H 6.67577 -3.50300 -6.28280
```

Properties
total charge = +1
orbital gap = 6.538 eV
energy = -109598.418 eV


No. 5
Below is a cluster of 2 separate species, C4H10OS in total, with properties calculated with ωB97M-V/def2-TZVPD.

XYZ file:
```
16
Properties=species:S:1:pos:R:3
C 1.28107 -2.46006 -0.76237
C 1.04781 -2.01378 0.65815
O 1.93252 -1.60179 1.36337
H 1.64584 -3.48641 -0.59962
H 0.36117 -2.65869 -1.25006
H 2.07823 -1.88728 -1.21958
H 0.05173 -2.22754 1.09210
C -1.96228 2.75501 -0.02044
S -0.18401 2.68865 0.25844
C 0.08075 0.92245 0.17744
H -2.40792 1.99858 0.60805
H -2.35883 3.72290 0.26171
H -2.30621 2.56120 -1.03040
H 1.17134 0.86905 0.07221
H -0.30681 0.42791 -0.70626
H -0.12439 0.38981 1.09727
```

Properties
relative energy (zero: lowest compared OMol25 entry of this formula, charge and spin) = 84.4 kJ/mol
orbital gap = 9.459 eV
SMILES = CC=O.CSC
energy = -17191.950 eV